No. 1
A single C3H3FP2 molecule at a distorted geometry, computed with ωB97M-V with the def2-TZVPD basis set.

Values from the calculation:
Net charge: 0
M, g mol⁻¹: 120.00
Gap between HOMO and LUMO, Ha: 0.266

Last column: Löwdin charge in e.
Atoms and positions in Å:
F  3.210  -0.801  -0.048  -0.031
C  1.921  -0.392  -0.055  -0.703
P  1.531  1.302  0.103  0.933
C  -0.368  0.881  -0.048  -0.638
P  -0.664  -1.039  0.099  0.926
C  0.985  -1.405  0.014  -0.472
H  -0.866  1.258  -0.887  -0.010
H  -0.974  1.275  0.702  -0.025
H  1.297  -2.376  0.114  0.018


No. 2
A single C12H18O2 molecule at a distorted geometry, computed with ωB97M-V with the def2-TZVPD basis set.

Values from the calculation:
Net charge: 0
M, g mol⁻¹: 194.27
Gap between HOMO and LUMO, Ha: 0.347

Last column: Löwdin charge in e.
Atoms and positions in Å:
C  -0.561  2.838  1.750  -0.116
C  -1.896  2.387  2.290  -0.235
C  -2.986  2.046  1.147  -0.227
C  -2.766  0.711  0.316  -0.141
C  -1.287  0.680  -0.473  -0.198
O  -0.289  0.201  0.342  -0.120
C  0.924  -0.241  -0.154  -0.212
C  2.118  0.224  0.368  -0.025
C  3.343  -0.139  -0.224  -0.056
C  3.276  -1.190  -1.267  -0.117
C  2.130  -1.807  -1.530  -0.046
C  0.914  -1.404  -0.945  -0.248
O  -0.151  -1.995  -1.500  -0.116
C  -0.786  -2.925  -0.689  -0.070
H  -0.689  3.759  1.185  0.084
H  0.099  2.911  2.595  0.072
H  -0.141  2.217  1.021  0.006
H  -2.437  3.118  2.916  0.092
H  -1.973  1.255  2.736  0.153
H  -3.042  2.791  0.337  0.085
H  -4.119  2.167  1.539  0.133
H  -2.953  -0.354  0.664  0.107
H  -3.361  0.518  -0.637  0.102
H  -1.483  -0.092  -1.273  0.117
H  -0.871  1.637  -0.909  0.142
H  1.843  1.079  1.114  0.146
H  4.480  0.099  0.129  0.145
H  4.232  -1.509  -1.698  0.099
H  2.241  -2.717  -2.237  0.156
H  -1.548  -3.397  -1.384  0.118
H  -0.016  -3.684  -0.514  0.101
H  -1.273  -2.527  0.149  0.070


No. 3
A single C13H21N3O molecule at a distorted geometry, computed with ωB97M-V with the def2-TZVPD basis set.

Values from the calculation:
Net charge: 0
M, g mol⁻¹: 235.33
Gap between HOMO and LUMO, Ha: 0.331

Last column: Löwdin charge in e.
Atoms and positions in Å:
C  4.390  -1.082  -1.335  -0.060
C  3.746  0.005  -0.422  -0.429
C  4.832  0.835  0.258  -0.089
C  2.857  0.960  -1.226  -0.175
C  1.547  0.266  -1.673  -0.130
N  0.681  0.061  -0.508  -0.036
N  0.065  1.209  0.019  0.157
C  -0.895  1.132  0.898  -0.185
C  -1.380  -0.204  1.408  -0.114
C  -0.769  -1.333  0.890  0.085
C  0.317  -1.225  -0.089  -0.454
O  0.829  -2.239  -0.477  0.058
C  -2.468  -0.266  2.443  -0.147
C  -3.580  0.743  2.256  -0.219
N  -3.272  2.080  2.781  -0.085
C  -1.909  2.639  2.657  -0.220
C  -1.484  2.509  1.228  -0.145
H  3.648  -1.849  -1.576  0.070
H  4.737  -0.621  -2.258  0.075
H  5.242  -1.509  -0.810  0.070
H  3.155  -0.499  0.335  0.123
H  5.511  0.158  0.761  0.067
H  4.374  1.537  0.985  0.087
H  5.419  1.388  -0.448  0.070
H  3.385  1.229  -2.170  0.123
H  2.605  1.874  -0.697  0.101
H  1.737  -0.702  -2.166  0.121
H  1.088  0.960  -2.386  0.118
H  -1.008  -2.301  1.256  0.114
H  -2.918  -1.247  2.396  0.112
H  -1.989  -0.195  3.443  0.138
H  -3.789  0.835  1.195  0.112
H  -4.458  0.364  2.758  0.109
H  -3.951  2.796  2.530  0.107
H  -1.193  2.108  3.331  0.128
H  -1.919  3.689  2.904  0.108
H  -0.744  3.298  1.049  0.115
H  -2.328  2.706  0.567  0.118


No. 4
12 unconnected molecules or ions with the total composition C45H117O30P3 at a distorted geometry, computed with ωB97M-V with the def2-TZVPD basis set.

Values from the calculation:
Net charge: 0
M, g mol⁻¹: 1231.32
Gap between HOMO and LUMO, Ha: 0.342

Last column: Löwdin charge in e.
Atoms and positions in Å:
C  -1.320  12.181  -3.884  -0.125
O  -1.952  10.937  -3.812  -0.197
P  -1.068  9.675  -3.439  0.422
O  0.185  9.374  -4.208  -0.253
O  -0.774  9.978  -1.912  -0.224
C  0.289  9.328  -1.118  -0.051
O  -2.211  8.499  -3.390  -0.205
C  -2.845  8.043  -4.540  -0.154
H  -1.674  12.905  -3.151  0.091
H  -1.504  12.633  -4.859  0.093
H  -0.243  12.140  -3.719  0.088
H  0.114  9.322  -0.042  0.087
H  1.188  9.841  -1.459  0.086
H  0.517  8.296  -1.387  0.083
H  -3.056  6.975  -4.594  0.083
H  -2.341  8.168  -5.498  0.089
H  -3.838  8.482  -4.636  0.088
C  -1.935  2.086  -10.792  -0.084
O  -0.494  1.927  -10.908  -0.230
P  0.347  1.524  -9.569  0.460
O  1.816  1.369  -9.706  -0.232
O  -0.466  0.171  -9.088  -0.236
C  -0.357  -0.955  -9.939  -0.128
O  -0.099  2.568  -8.446  -0.220
C  0.243  2.471  -7.105  -0.123
H  -2.459  1.246  -11.249  0.091
H  -2.228  3.064  -11.173  0.090
H  -2.205  2.164  -9.739  0.075
H  -0.402  -0.590  -10.965  0.081
H  -1.186  -1.643  -9.772  0.086
H  0.498  -1.625  -9.851  0.090
H  0.717  3.403  -6.796  0.091
H  0.941  1.691  -6.803  0.097
H  -0.687  2.429  -6.538  0.092
C  -1.857  2.029  -0.122  -0.126
O  -1.542  0.673  -0.347  -0.219
P  -0.042  0.221  0.118  0.456
O  1.101  1.056  -0.428  -0.265
O  0.028  -1.308  -0.368  -0.226
C  -0.053  -1.587  -1.779  -0.084
O  -0.137  0.134  1.706  -0.189
C  0.961  -0.241  2.453  -0.145
H  -2.567  2.301  -0.903  0.091
H  -1.050  2.762  -0.109  0.089
H  -2.376  2.093  0.834  0.087
H  -0.645  -2.494  -1.895  0.093
H  0.927  -1.606  -2.257  0.093
H  -0.599  -0.770  -2.250  0.077
H  1.624  0.455  2.966  0.094
H  1.596  -0.899  1.859  0.087
H  0.702  -0.882  3.295  0.089
C  8.712  -2.778  -2.847  -0.140
O  7.820  -3.482  -2.085  -0.174
C  7.045  -2.881  -1.059  -0.186
C  7.783  -2.306  0.193  -0.196
O  8.737  -3.175  0.763  -0.186
C  8.284  -4.471  1.124  -0.102
H  9.406  -2.215  -2.224  0.089
H  8.271  -2.116  -3.592  0.083
H  9.338  -3.378  -3.507  0.088
H  6.264  -3.559  -0.717  0.115
H  6.419  -2.106  -1.502  0.118
H  7.062  -2.146  0.994  0.116
H  8.148  -1.304  -0.031  0.117
H  8.065  -4.982  0.186  0.079
H  7.351  -4.607  1.672  0.087
H  9.118  -4.939  1.647  0.092
C  1.058  -8.298  1.604  -0.137
O  1.289  -7.384  2.642  -0.188
C  0.247  -7.292  3.686  -0.149
C  -1.035  -6.761  3.068  -0.221
O  -1.709  -7.927  2.582  -0.201
C  -2.843  -7.589  1.766  -0.102
H  2.013  -8.355  1.082  0.083
H  0.364  -8.061  0.797  0.081
H  0.862  -9.282  2.029  0.091
H  0.610  -6.456  4.283  0.117
H  0.041  -8.136  4.345  0.129
H  -0.903  -5.976  2.324  0.129
H  -1.606  -6.302  3.875  0.118
H  -3.580  -6.982  2.291  0.084
H  -3.262  -8.543  1.444  0.086
H  -2.646  -7.066  0.830  0.080
C  7.354  2.579  6.781  -0.089
O  6.034  2.451  7.356  -0.222
C  5.686  3.328  8.411  -0.186
C  6.455  3.019  9.738  -0.192
O  5.939  1.859  10.358  -0.179
C  6.291  0.689  9.684  -0.123
H  8.229  2.345  7.386  0.079
H  7.421  3.475  6.164  0.086
H  7.352  1.762  6.060  0.085
H  4.597  3.311  8.463  0.128
H  5.982  4.330  8.100  0.112
H  6.179  3.781  10.467  0.121
H  7.536  3.063  9.611  0.116
H  7.324  0.706  9.338  0.090
H  5.580  0.468  8.887  0.086
H  6.147  -0.122  10.398  0.087
C  5.251  -6.385  -8.445  -0.104
O  4.030  -7.021  -8.149  -0.182
C  3.483  -6.751  -6.914  -0.237
C  2.201  -7.520  -6.523  -0.146
O  1.232  -7.072  -7.523  -0.169
C  0.060  -7.778  -7.370  -0.169
H  6.025  -6.807  -7.804  0.086
H  5.223  -5.297  -8.391  0.088
H  5.526  -6.636  -9.470  0.088
H  3.287  -5.679  -6.935  0.127
H  4.217  -7.015  -6.152  0.120
H  1.952  -7.270  -5.491  0.123
H  2.323  -8.599  -6.612  0.123
H  -0.369  -7.654  -6.375  0.084
H  0.168  -8.859  -7.458  0.081
H  -0.728  -7.595  -8.100  0.088
C  -6.181  6.349  3.062  -0.109
O  -6.501  5.145  3.715  -0.176
C  -6.137  5.077  5.054  -0.210
C  -4.640  4.685  5.373  -0.226
O  -3.800  5.719  5.009  -0.216
C  -2.386  5.495  5.323  -0.051
H  -6.548  7.220  3.604  0.085
H  -6.775  6.320  2.148  0.088
H  -5.114  6.486  2.887  0.082
H  -6.676  4.202  5.418  0.115
H  -6.590  5.862  5.661  0.124
H  -4.380  3.767  4.847  0.124
H  -4.631  4.531  6.452  0.116
H  -2.012  6.519  5.349  0.085
H  -1.982  5.028  4.425  0.083
H  -2.275  4.940  6.255  0.086
C  -4.008  -3.118  12.177  -0.103
O  -2.674  -2.595  12.293  -0.183
C  -2.141  -2.092  11.088  -0.193
C  -0.974  -1.034  11.353  -0.160
O  -1.525  0.182  11.894  -0.195
C  -0.571  1.043  12.442  -0.131
H  -4.682  -2.326  11.852  0.081
H  -4.454  -3.582  13.056  0.084
H  -4.150  -3.871  11.402  0.077
H  -2.870  -1.458  10.583  0.113
H  -1.867  -2.928  10.444  0.120
H  -0.505  -0.859  10.385  0.116
H  -0.255  -1.421  12.074  0.115
H  0.118  1.521  11.746  0.086
H  -0.065  0.518  13.252  0.086
H  -1.138  1.839  12.924  0.087
C  -7.808  -5.782  -5.147  -0.100
O  -6.758  -5.379  -6.033  -0.183
C  -7.266  -4.731  -7.199  -0.186
C  -7.960  -3.345  -6.897  -0.195
O  -7.189  -2.542  -6.044  -0.182
C  -5.969  -2.071  -6.523  -0.125
H  -8.529  -6.378  -5.705  0.084
H  -8.375  -4.929  -4.775  0.077
H  -7.519  -6.312  -4.240  0.087
H  -7.892  -5.410  -7.777  0.115
H  -6.400  -4.596  -7.847  0.113
H  -8.962  -3.478  -6.487  0.113
H  -8.191  -2.731  -7.768  0.117
H  -5.669  -1.361  -5.752  0.091
H  -5.934  -1.508  -7.456  0.086
H  -5.210  -2.850  -6.597  0.086
C  7.209  5.649  -1.177  -0.127
O  7.452  5.857  -2.538  -0.167
C  6.392  5.459  -3.410  -0.219
C  6.484  6.147  -4.776  -0.186
O  7.756  6.068  -5.466  -0.202
C  8.197  4.702  -5.795  -0.069
H  6.945  4.609  -0.984  0.086
H  6.451  6.312  -0.760  0.085
H  8.117  5.853  -0.610  0.086
H  5.382  5.553  -3.010  0.124
H  6.435  4.394  -3.634  0.105
H  6.422  7.203  -4.513  0.121
H  5.686  5.863  -5.462  0.122
H  7.559  4.409  -6.628  0.083
H  8.111  3.983  -4.980  0.072
H  9.251  4.804  -6.053  0.085
C  -6.842  -2.275  1.212  -0.122
O  -7.241  -2.542  2.549  -0.178
C  -6.940  -1.483  3.502  -0.174
C  -7.371  -1.909  4.907  -0.252
O  -8.710  -2.245  4.875  -0.166
C  -9.261  -2.485  6.167  -0.094
H  -5.826  -2.542  0.920  0.074
H  -7.028  -1.220  1.011  0.084
H  -7.282  -2.871  0.412  0.079
H  -7.544  -0.600  3.294  0.122
H  -5.877  -1.242  3.473  0.123
H  -7.199  -1.068  5.579  0.124
H  -6.710  -2.721  5.213  0.124
H  -10.135  -3.128  6.063  0.087
H  -9.544  -1.536  6.624  0.086
H  -8.611  -3.026  6.854  0.084


No. 5
A molecular structure, C43H43BCsGeN8S2 at a distorted geometry, computed with ωB97M-V with the def2-TZVPD basis set.

Values from the calculation:
Spin multiplicity: 2
Net charge: -2
M, g mol⁻¹: 952.33
Expectation value of S²: 0.753
Gap between HOMO and LUMO (spin up / spin down), Ha: 0.181 / 0.169

Last column: Löwdin charge in e.
Atoms and positions in Å:
Cs  1.542  -1.163  0.855  0.817
C  2.438  0.551  4.622  -0.097
N  2.679  0.981  3.250  -0.175
C  1.960  2.189  2.908  -0.199
C  0.530  2.255  3.449  -0.204
N  -0.341  1.184  3.012  -0.161
C  -0.972  1.450  1.733  -0.115
C  -1.268  0.696  3.979  -0.280
C  -1.760  1.514  4.992  -0.058
C  -2.635  1.041  5.962  -0.139
C  -3.047  -0.282  5.907  -0.140
C  -2.595  -1.102  4.888  -0.151
C  -1.702  -0.653  3.899  -0.661
S  -1.174  -1.748  2.666  0.433
C  4.027  0.922  2.819  -0.274
C  4.673  2.042  2.288  -0.055
C  6.004  2.020  1.890  -0.138
C  6.738  0.854  2.033  -0.149
C  6.113  -0.283  2.519  -0.185
C  4.755  -0.305  2.875  -0.705
S  4.062  -1.846  3.306  0.376
H  2.621  1.373  5.338  0.090
H  1.411  0.200  4.729  0.085
H  3.093  -0.279  4.862  0.003
H  2.457  3.082  3.332  0.114
H  1.956  2.286  1.816  0.107
H  0.587  2.242  4.535  0.096
H  0.131  3.244  3.157  0.119
H  -1.588  2.366  1.769  0.093
H  -0.224  1.560  0.946  0.041
H  -1.617  0.614  1.467  0.029
H  -1.463  2.556  5.031  0.097
H  -2.991  1.705  6.742  0.078
H  -3.723  -0.675  6.660  0.082
H  -2.912  -2.136  4.834  0.077
H  4.137  2.975  2.176  0.082
H  6.456  2.915  1.478  0.080
H  7.784  0.821  1.745  0.083
H  6.660  -1.214  2.598  0.074
C  0.868  -3.942  -2.491  -0.058
C  0.189  -3.211  -1.508  -0.210
N  0.486  -1.918  -1.601  -0.175
N  1.342  -1.788  -2.621  -0.055
C  1.592  -2.986  -3.176  -0.097
B  2.031  -0.482  -3.084  -0.576
N  1.352  0.788  -2.546  -0.035
C  0.715  1.708  -3.298  -0.112
C  0.447  2.800  -2.500  -0.086
C  0.982  2.442  -1.250  -0.189
N  1.519  1.231  -1.289  0.035
N  3.487  -0.512  -2.576  -0.061
C  4.610  -0.200  -3.254  -0.112
C  5.674  -0.302  -2.380  -0.087
C  5.081  -0.687  -1.164  -0.151
N  3.770  -0.811  -1.300  0.005
H  0.832  -5.001  -2.680  0.085
H  -0.528  -3.567  -0.783  0.105
H  2.253  -3.089  -4.023  0.119
H  2.032  -0.443  -4.288  0.116
H  0.494  1.538  -4.340  0.109
H  -0.062  3.712  -2.769  0.082
H  0.999  3.020  -0.338  0.090
H  4.583  0.055  -4.301  0.103
H  6.715  -0.114  -2.583  0.073
H  5.551  -0.882  -0.211  0.094
C  -5.206  2.575  0.312  -0.110
C  -5.531  1.226  0.283  -0.097
C  -4.648  0.305  -0.263  -0.096
C  -3.426  0.710  -0.794  -0.300
C  -3.108  2.070  -0.738  -0.155
C  -3.990  2.999  -0.207  -0.102
Ge  -1.993  -0.560  -1.441  1.147
C  -2.932  -2.331  -1.341  -0.317
C  -3.311  -3.093  -2.443  -0.112
C  -3.866  -4.357  -2.285  -0.108
C  -4.046  -4.886  -1.014  -0.113
C  -3.685  -4.136  0.097  -0.087
C  -3.133  -2.874  -0.068  -0.158
C  -1.957  -0.189  -3.415  -0.290
C  -1.241  -1.051  -4.250  -0.133
C  -1.080  -0.780  -5.600  -0.093
C  -1.628  0.371  -6.149  -0.116
C  -2.347  1.239  -5.337  -0.108
C  -2.499  0.961  -3.986  -0.115
H  -5.887  3.292  0.756  0.090
H  -6.473  0.894  0.704  0.093
H  -4.916  -0.746  -0.279  0.091
H  -2.141  2.399  -1.111  0.087
H  -3.726  4.050  -0.177  0.096
H  -3.181  -2.697  -3.444  0.086
H  -4.146  -4.936  -3.157  0.089
H  -4.455  -5.883  -0.893  0.088
H  -3.812  -4.541  1.094  0.101
H  -2.821  -2.316  0.812  0.007
H  -0.795  -1.949  -3.835  0.084
H  -0.507  -1.457  -6.223  0.100
H  -1.496  0.591  -7.202  0.089
H  -2.780  2.139  -5.759  0.092
H  -3.054  1.652  -3.362  0.085


We obtain relative energy (zero: lowest compared OMol25 entry of this formula, charge and spin) values of 0.0 401.6 182.5 609.9 78.1 kJ/mol for the records listed above, in that order.